{
  "formula": "C6H8N2O2",
  "method": "the ωB97M-V functional and the def2-TZVPD basis",
  "lumo_energy_ev": 0.717,
  "de_lowest_kj_mol": 115.2,
  "total_charge": 0,
  "smiles": "NC(=O)Cn1ccc(O)c1",
  "orbital_gap_ev": 8.8,
  "e_tot_ev": -13426.179,
  "species": ["O", "C", "C", "N", "C", "C", "N", "C", "C", "H", "H", "H", "H", "H", "H", "O", "H", "H"],
  "positions_angstrom": [[-3.189, 1.174, 0.016], [-2.129, 0.323, -0.016], [-0.979, 0.554, -0.740], [-0.150, -0.534, -0.546], [1.202, -0.629, -1.034], [2.198, 0.330, -0.388], [2.414, 0.201, 0.928], [-0.756, -1.428, 0.288], [-1.997, -0.933, 0.641], [-3.957, 0.735, 0.393], [-0.687, 1.389, -1.370], [1.578, -1.648, -0.872], [1.223, -0.440, -2.116], [-0.255, -2.349, 0.577], [-2.721, -1.407, 1.300], [2.893, 1.055, -1.097], [1.691, 0.418, 1.602], [3.388, 0.059, 1.213]],
  "forces_ev_per_angstrom": [[-0.1, 0.3, 0.0], [0.5, -0.4, -0.2], [-0.2, 0.1, 0.1], [-0.1, -0.1, 0.4], [-0.1, 0.2, -0.8], [0.8, 1.0, -2.7], [0.7, -0.6, 2.2], [-0.1, 0.0, 0.1], [0.1, 0.0, 0.0], [0.1, -0.1, 0.0], [-0.1, -0.3, 0.2], [-0.2, 0.2, 0.1], [0.0, 0.0, 0.3], [-0.2, 0.3, -0.1], [0.2, 0.1, -0.2], [-0.6, -1.2, 0.6], [0.2, -0.5, -0.1], [-0.9, 0.9, 0.1]],
  "mulliken_charge": [-0.55, 0.80, -0.72, 0.17, -0.53, 0.46, -0.38, -0.42, -0.66, 0.31, 0.39, 0.30, 0.27, 0.32, 0.35, -0.56, 0.22, 0.22]
}

{
  "formula": "C6H8N2O2",
  "method": "the ωB97M-V functional and the def2-TZVPD basis",
  "lumo_energy_ev": [0.439, 0.439],
  "de_lowest_kj_mol": 416.6,
  "total_charge": 0,
  "orbital_gap_ev": [7.4, 7.4],
  "e_tot_ev": -13423.055,
  "species": ["C", "C", "C", "C", "C", "C", "N", "N", "O", "O", "H", "H", "H", "H", "H", "H", "H", "H"],
  "positions_angstrom": [[-0.801, -0.538, 0.781], [-1.189, 1.836, 1.055], [3.148, 0.754, 0.171], [0.248, 2.020, -0.815], [-0.636, -1.653, 0.125], [0.378, -2.721, 0.605], [-1.346, 0.497, 1.295], [-0.527, 2.443, 0.142], [3.115, 1.870, 0.395], [3.274, -0.370, 0.094], [0.450, 0.903, -0.807], [-1.679, 2.549, 1.745], [0.928, 2.694, -1.422], [-1.180, -1.850, -0.766], [-0.013, -3.252, 1.435], [1.372, -2.482, 0.955], [0.652, -3.393, -0.162], [-0.958, 3.315, 0.031]],
  "forces_ev_per_angstrom": [[-1.9, 3.1, 0.4], [-2.3, -1.3, 3.7], [0.4, 0.5, 1.0], [2.4, -2.1, -1.8], [2.3, -0.7, 1.4], [-0.2, 0.8, -0.2], [1.5, -1.7, -1.0], [0.9, 0.2, -1.9], [-0.3, 2.6, -0.1], [0.0, -3.0, -0.8], [-0.1, 1.7, -0.1], [0.0, -1.0, -0.5], [-1.5, -0.7, 1.0], [-0.6, -0.1, -0.5], [-0.7, -0.8, 0.6], [0.2, 1.4, 0.1], [-0.4, -1.0, -1.1], [0.3, 2.2, -0.1]],
  "mulliken_charge": [0.49, -0.01, 0.67, -0.56, -0.59, -1.10, -0.50, -0.02, -0.34, -0.34, 0.08, 0.30, 0.27, 0.38, 0.33, 0.33, 0.36, 0.25]
}

{
  "formula": "C6H8N2O2S",
  "method": "the ωB97M-V functional and the def2-TZVPD basis",
  "lumo_energy_ev": 5.462,
  "total_charge": -2,
  "orbital_gap_ev": 4.0,
  "e_tot_ev": -24258.210,
  "species": ["C", "C", "C", "C", "C", "C", "N", "N", "O", "O", "S", "H", "H", "H", "H", "H", "H", "H", "H"],
  "positions_angstrom": [[1.119, -1.755, -3.392], [-0.423, -3.556, -4.224], [-0.231, 1.424, -0.347], [0.402, 1.230, 1.041], [0.972, 0.441, -0.224], [-0.058, -1.669, -0.138], [0.185, -2.488, -3.329], [1.101, -0.883, -0.332], [-0.042, -4.722, -3.984], [-1.214, -3.060, -4.982], [2.410, -0.932, -3.777], [-1.148, 1.018, -0.420], [-0.221, 2.321, -0.898], [0.882, 2.060, 1.330], [-0.098, 0.588, 1.848], [1.782, 1.014, -0.506], [-0.124, -1.763, 0.955], [-0.959, -1.205, -0.648], [0.055, -2.791, -0.587]],
  "forces_ev_per_angstrom": [[-1.5, -1.8, -0.4], [0.8, -1.7, 1.2], [1.8, -1.5, 1.2], [-2.2, -3.1, -0.6], [-1.8, 1.5, 1.4], [0.5, -1.3, -1.0], [1.1, 0.8, 0.8], [0.7, -1.5, -1.4], [-0.2, 1.3, -0.2], [-1.2, 0.4, -1.5], [1.1, 1.0, -0.1], [-3.2, -1.6, -0.3], [0.7, 1.3, -0.4], [2.1, 2.7, 1.6], [0.4, 1.2, -1.3], [2.2, 0.8, -0.9], [-1.3, -0.5, 0.4], [0.2, -0.6, 0.7], [-0.2, 2.5, 0.9]],
  "mulliken_charge": [0.39, 0.55, -0.79, -0.69, -0.10, -0.88, -0.15, -0.74, -0.69, -0.63, -0.53, 0.30, 0.23, 0.37, 0.21, 0.43, 0.41, 0.14, 0.16]
}

{
  "formula": "C6H8N2O2S",
  "method": "the ωB97M-V functional and the def2-TZVPD basis",
  "lumo_energy_ev": [-1.500, -1.494],
  "de_lowest_kj_mol": 685.1,
  "total_charge": 0,
  "orbital_gap_ev": [6.6, 6.7],
  "e_tot_ev": -24255.672,
  "species": ["C", "C", "C", "C", "C", "C", "N", "N", "O", "O", "S", "H", "H", "H", "H", "H", "H", "H", "H"],
  "positions_angstrom": [[0.431, 0.997, -0.288], [-0.447, -1.140, 1.005], [1.474, 0.187, -0.675], [2.966, 0.601, -0.031], [1.306, -1.282, -0.632], [-3.287, 1.001, -0.373], [-0.810, 0.567, -0.060], [0.613, -1.684, 0.687], [3.131, -0.234, 0.863], [3.512, 1.627, -0.427], [-1.932, 1.477, 0.736], [0.608, 2.015, -0.018], [-0.954, -0.992, 2.003], [0.568, -1.519, -1.522], [2.230, -1.981, -0.728], [-4.228, 0.719, 0.129], [-2.817, 0.168, -1.049], [-3.656, 1.866, -0.879], [1.292, -2.393, 1.259]],
  "forces_ev_per_angstrom": [[2.4, -0.3, -0.6], [-0.9, 3.0, 1.1], [1.0, 0.3, 1.7], [-1.2, 1.3, -1.2], [-0.8, -1.2, -2.8], [-0.2, -1.4, -0.3], [-0.7, -3.5, 0.5], [2.3, -2.4, 0.6], [0.6, -0.4, 0.4], [-0.2, -1.0, 0.5], [-0.5, 0.0, 0.0], [0.5, 0.6, 0.0], [0.4, -0.9, -1.1], [1.1, -0.1, 1.9], [-1.5, 1.8, 0.3], [0.7, -0.7, 0.3], [-1.3, 1.7, 1.2], [0.5, 0.6, -1.0], [-2.2, 2.3, -1.3]],
  "mulliken_charge": [-0.46, -0.11, 0.03, 0.61, -0.68, -0.72, -0.04, -0.06, -0.62, -0.66, 0.01, 0.47, 0.36, 0.27, 0.39, 0.29, 0.23, 0.29, 0.39]
}

{
  "formula": "C6H8N2O4",
  "method": "the ωB97M-V functional and the def2-TZVPD basis",
  "lumo_energy_ev": 0.491,
  "de_lowest_kj_mol": 30.3,
  "total_charge": 0,
  "smiles": "O=c1cc[nH]c(=O)[nH]1.CC(=O)O",
  "orbital_gap_ev": 10.1,
  "e_tot_ev": -17523.109,
  "species": ["C", "C", "C", "C", "C", "C", "H", "H", "H", "H", "H", "H", "H", "H", "N", "N", "O", "O", "O", "O"],
  "positions_angstrom": [[-2.409, 0.827, -1.767], [-3.432, 1.256, -2.772], [2.428, -0.961, 1.778], [2.622, -1.414, 0.427], [1.632, -1.331, -0.490], [0.311, 0.211, 0.840], [-1.668, 1.313, -0.215], [-3.124, 0.727, -3.744], [-4.515, 0.834, -2.534], [-3.575, 2.364, -2.792], [1.134, 0.401, 2.721], [3.572, -2.063, 0.247], [1.611, -1.710, -1.481], [-0.185, -0.336, -1.043], [1.303, -0.020, 1.783], [0.523, -0.493, -0.327], [-1.543, -0.006, -1.850], [-2.456, 1.644, -0.680], [3.067, -1.237, 2.782], [-0.686, 0.916, 1.068]],
  "forces_ev_per_angstrom": [[-1.0, 2.8, 1.6], [-1.9, -1.9, -1.4], [-0.8, 1.2, 0.3], [1.9, -2.7, -1.0], [-0.7, 2.2, 0.6], [0.2, -0.7, 0.5], [0.3, 0.3, 1.7], [-0.6, 1.3, 1.1], [2.3, 0.7, -0.2], [0.5, -1.0, -0.2], [0.0, -0.4, -1.1], [-2.1, 1.2, 0.2], [0.6, -0.7, -0.5], [0.0, -0.3, -0.1], [0.3, 0.0, 2.0], [0.9, -0.2, 1.3], [-0.3, -0.8, -1.2], [-0.2, -1.1, -1.9], [-1.0, 0.6, -1.3], [1.5, -0.7, -0.4]],
  "mulliken_charge": [0.82, -0.98, 0.51, -0.54, -0.19, 0.63, 0.36, 0.29, 0.25, 0.30, 0.26, 0.27, 0.42, 0.30, -0.14, 0.02, -0.75, -0.50, -0.59, -0.75]
}

{
  "formula": "C6H8N2OS",
  "method": "the ωB97M-V functional and the def2-TZVPD basis",
  "lumo_energy_ev": [-0.343, -0.094],
  "de_lowest_kj_mol": 489.0,
  "total_charge": 0,
  "orbital_gap_ev": [7.1, 7.0],
  "e_tot_ev": -22209.903,
  "species": ["C", "C", "C", "C", "C", "C", "N", "N", "O", "S", "H", "H", "H", "H", "H", "H", "H", "H"],
  "positions_angstrom": [[-1.573, 1.351, 1.277], [2.213, 0.803, 0.705], [3.291, 0.806, -0.348], [0.133, -0.414, 0.049], [2.317, 0.159, -1.236], [-0.676, -0.963, -1.031], [-1.452, 1.390, 2.495], [1.357, 0.083, -0.215], [1.922, 1.238, 1.782], [-2.447, 1.698, -0.028], [3.387, 1.919, -0.648], [4.146, 0.179, -0.050], [-0.255, -0.188, 0.989], [2.234, -0.310, -2.130], [-1.691, -1.517, -0.727], [-0.123, -1.711, -1.685], [-1.191, -0.117, -1.655], [-0.536, 1.481, 2.895]],
  "forces_ev_per_angstrom": [[-3.1, 2.0, 0.7], [-1.3, -0.2, 0.2], [1.3, 2.4, -0.2], [1.3, 0.0, -1.3], [-2.3, 0.3, 3.4], [-3.2, -1.1, -1.7], [1.0, -0.6, -1.4], [-0.7, -0.7, -0.2], [0.6, -0.3, -0.7], [1.1, -0.6, 0.4], [1.2, -1.6, 0.6], [0.3, 0.9, -0.2], [-0.1, -0.1, 1.3], [0.1, -1.1, -2.4], [2.5, 1.0, 0.0], [-0.5, 1.1, 0.6], [1.4, -1.3, 0.5], [0.5, -0.1, 0.5]],
  "mulliken_charge": [0.44, 0.05, -0.01, -0.46, -0.73, -1.33, -0.47, 0.14, -0.53, -0.27, 0.23, 0.27, 1.01, 0.45, 0.27, 0.37, 0.23, 0.35]
}

{
  "formula": "C6H8N2S",
  "method": "the ωB97M-V functional and the def2-TZVPD basis",
  "lumo_energy_ev": 0.491,
  "de_lowest_kj_mol": 383.2,
  "total_charge": 0,
  "orbital_gap_ev": 7.7,
  "e_tot_ev": -20163.070,
  "species": ["C", "C", "C", "C", "C", "C", "N", "N", "S", "H", "H", "H", "H", "H", "H", "H", "H"],
  "positions_angstrom": [[0.467, -0.187, -0.107], [-0.849, -0.084, -0.332], [1.285, -0.601, -1.204], [-0.354, -0.914, -2.762], [1.080, 0.399, 1.112], [-1.749, 0.517, 0.861], [2.411, -0.853, -1.467], [-0.319, -1.363, -3.883], [-1.704, -0.481, -1.727], [1.911, -0.089, 1.259], [0.507, 0.318, 1.990], [1.221, 1.461, 0.952], [-2.822, 0.679, 0.491], [-1.278, 1.507, 1.129], [-1.714, -0.201, 1.616], [2.875, -0.836, -2.390], [-1.066, -1.671, -4.463]],
  "forces_ev_per_angstrom": [[-0.5, -0.2, -0.7], [-1.3, 1.1, 2.7], [-4.5, 0.2, -1.8], [1.6, 1.2, 3.6], [-3.1, 2.2, -1.4], [0.1, 1.4, -3.8], [4.1, -0.1, -0.7], [1.8, -0.8, -1.7], [-1.4, -0.2, -0.8], [4.9, -2.1, 1.0], [-1.0, -0.3, 1.0], [0.5, 0.3, 0.0], [1.6, -0.2, 0.6], [-0.7, -1.1, 0.0], [-0.1, -0.8, 1.6], [-0.9, -0.4, 0.7], [-1.0, 0.0, -0.1]],
  "mulliken_charge": [0.20, 0.73, 0.39, 0.14, -1.86, -1.28, -0.55, -0.48, -0.25, 0.59, 0.44, 0.34, 0.39, 0.29, 0.37, 0.30, 0.25]
}

> Which formula does entry 7 have?

C6H8N2S